Version 1
C3H11NO3 | wB97M-V/def2-TZVPD

Geometry (Å):
C  1.27837  -1.96874  -2.19239
C  -0.20680  -1.58027  -2.15908
C  -0.53281  -0.48204  -1.14544
N  0.31301  0.59305  -1.20637
O  -1.42569  -0.58645  -0.33108
H  1.62046  -2.29031  -1.20808
H  1.94692  -1.22581  -2.62421
H  1.35301  -2.85132  -2.82399
H  -0.54186  -1.25395  -3.15081
H  -0.78660  -2.47126  -1.95131
H  0.91117  0.60459  -1.98673
H  0.23983  1.22239  -0.43227
H  -0.81549  3.62469  5.06163
H  -1.40259  3.61294  3.66898
O  -1.21876  3.03395  4.41641
H  -0.30169  1.39248  3.01575
H  -0.50573  0.10415  2.20141
O  0.07526  0.52189  2.84758

Summary:
E_HOMO = -9.816 eV
SMILES = CCC(N)=O.O.O
HOMO-LUMO gap = 10.5 eV
2S+1 = 1

=====

Version 2
C3H11NO3 | wB97M-V/def2-TZVPD

Geometry (Å):
O  -0.43693  1.84650  -0.29814
C  0.62380  1.65507  -0.84183
C  1.23615  0.26475  -0.97534
C  0.39411  -0.80106  -0.21022
N  1.09815  -0.10312  -2.43942
H  1.20298  2.56241  -1.19039
H  2.30681  0.24037  -0.78454
H  0.93247  -1.77903  -0.21613
H  -0.62056  -0.66602  -0.57350
H  0.35893  -0.52453  0.85725
H  0.18491  0.02534  -2.80684
H  1.45028  -1.03118  -2.45172
H  -1.52309  -1.88245  1.07179
H  -2.84704  -1.08069  1.48574
O  -2.36452  -1.90549  1.55437
H  -1.10029  0.90236  3.25369
H  -0.52002  1.00927  1.82495
O  -0.37613  1.26751  2.74028

Summary:
E_HOMO = -9.883 eV
SMILES = C[C@@H](N)C=O.O.O
HOMO-LUMO gap = 10.4 eV
2S+1 = 1

=====

The winner here is version 1, beating the second structure by 0.0559 hartree.

=====

Version 1
C9H21N3O3 | wB97M-V/def2-TZVPD

Geometry (Å):
C  7.13798  25.63485  -28.24699
O  7.66093  24.61338  -27.90100
N  7.41216  26.93506  -27.99674
C  6.52392  27.97747  -28.37755
C  8.46444  27.33795  -27.16077
H  6.20852  25.65694  -28.83674
H  6.26451  28.64699  -27.55746
H  5.58805  27.64533  -28.82691
H  7.13895  28.46141  -29.13627
H  9.17556  26.51765  -27.06317
H  9.01487  28.25017  -27.39093
H  8.05973  27.69446  -26.21356
C  14.13784  23.50336  -25.05577
O  14.57710  23.25427  -23.95344
N  12.90893  23.99209  -25.21291
C  12.20379  23.96353  -26.49601
C  12.22431  24.28614  -23.89423
H  14.62777  23.13162  -25.96900
H  12.03148  24.96893  -26.88016
H  11.26963  23.41115  -26.39443
H  12.92473  23.55938  -27.20666
H  12.95768  24.62206  -23.16114
H  11.58607  25.15455  -24.05729
H  11.69703  23.47133  -23.39808
C  9.59761  24.10400  -24.14162
O  10.05634  23.50986  -23.12091
N  8.73326  23.49609  -24.94638
C  8.13347  24.09682  -26.19336
C  8.41575  22.08249  -24.84293
H  9.88893  25.16005  -24.25160
H  7.12484  23.80470  -26.48562
H  8.83654  23.96856  -27.01636
H  8.01691  25.17824  -26.12240
H  7.48901  21.82607  -25.35626
H  9.09228  21.43772  -25.40390
H  8.32495  21.76062  -23.80550

Summary:
E_HOMO = -8.259 eV
HOMO-LUMO gap = 8.5 eV
2S+1 = 1

=====

Version 2
C9H21N3O3 | wB97M-V/def2-TZVPD

Geometry (Å):
C  17.51592  10.62820  6.32105
C  17.29400  10.04308  7.68096
O  17.79980  10.51651  8.68632
N  16.49259  8.94565  7.75202
C  15.88749  8.22125  6.66542
H  17.72440  11.68726  6.42999
H  16.63971  10.51864  5.67766
H  18.35536  10.15043  5.81574
H  16.37686  8.55728  8.67464
H  16.54625  8.17527  5.79032
H  14.95596  8.65592  6.28976
H  15.72198  7.18462  6.94619
C  20.06526  6.10359  10.22251
C  20.95963  5.86206  9.03785
O  21.98830  5.21319  9.14514
N  20.56343  6.37373  7.83014
C  19.50416  7.33866  7.60395
H  20.05151  5.20728  10.83572
H  19.04073  6.36100  9.96970
H  20.51513  6.91236  10.80062
H  21.25856  6.30999  7.10321
H  19.27557  7.90761  8.50403
H  18.58739  6.84331  7.28133
H  19.80112  8.06369  6.84984
C  18.25546  2.32945  10.97928
C  17.28759  3.37675  10.51582
O  16.32013  3.71121  11.17243
N  17.56588  3.90905  9.29296
C  16.76118  4.93945  8.68192
H  18.07686  2.13522  12.03072
H  19.29280  2.62259  10.80582
H  18.10268  1.40190  10.42052
H  18.39371  3.60269  8.81176
H  16.52300  4.68406  7.64494
H  17.28328  5.90026  8.67981
H  15.81729  5.06200  9.20376

Summary:
E_HOMO = -9.736 eV
SMILES = CNC(C)=O.CNC(C)=O.CNC(C)=O
HOMO-LUMO gap = 10.2 eV
2S+1 = 1

=====

The winner here is version 2, beating the second structure by 0.2371 hartree.